--- 1 ---
# C3H8N2S

A single C3H8N2S molecule (ωB97M-V/def2-TZVPD, the OMol25 dataset).

Output
HOMO level = -7.90 eV
SMILES string = CN(C)C(N)=S
Kohn-Sham gap = 8.54 eV
Net charge = 0
LUMO energy = 0.6 eV

XYZ file:
```
14
C3H8N2S ωB97M-V/def2-TZVPD
H -2.20 -0.24 -0.36
H 0.76 -2.21 -0.09
S 2.57 -0.50 -0.11
N 1.15 1.66 0.10
H -1.22 1.20 -0.95
H 2.05 2.01 0.28
C -1.32 0.47 -0.15
H -0.95 -2.13 -0.58
C 1.09 0.33 -0.10
N -0.09 -0.29 -0.12
H -0.51 -1.88 1.13
H -1.49 0.95 0.81
C -0.17 -1.70 0.11
H 0.35 2.32 0.03
```

Results of the Löwdin charge analysis, in e, for atoms 1 through 6:
1 H 0.12
2 H 0.03
3 S 0.56
4 N 0.07
5 H 0.09
6 H 0.06

--- 2 ---
# C3H8N2S

2 unconnected molecules or ions with the total composition C3H8N2S (ωB97M-V/def2-TZVPD, the OMol25 dataset).

Output
HOMO level = -8.24 eV
SMILES string = C=CN.C=NS
Kohn-Sham gap = 8.94 eV
Net charge = 0
LUMO energy = 0.7 eV

XYZ file:
```
14
C3H8N2S ωB97M-V/def2-TZVPD
H 0.84 -1.87 -0.68
H -0.43 2.69 0.89
H 0.16 1.11 1.32
C 1.05 -1.39 0.32
H -0.87 -0.77 0.32
H 3.14 0.06 -1.46
N -0.24 1.70 0.49
H -2.02 1.85 -0.80
N 1.87 -0.48 0.76
C -1.32 1.12 -0.21
H 0.59 -1.91 1.18
H -2.27 -0.56 -1.04
S 2.83 0.56 -0.16
C -1.57 -0.18 -0.30
```

Results of the Löwdin charge analysis, in e, for atoms 1 through 6:
1 H 0.10
2 H 0.12
3 H 0.10
4 C -0.19
5 H 0.00
6 H -0.13

Stability, highest: 1

--- 1 ---
# C3H6S3

A molecular structure, C3H6S3 (ωB97M-V/def2-TZVPD, the OMol25 dataset).

Output
HOMO level = -9.10 eV
Kohn-Sham gap = 8.92 eV
Net charge = 0
LUMO energy = -0.2 eV

XYZ file:
```
12
C3H6S3 ωB97M-V/def2-TZVPD
S -2.67 -0.23 -0.50
C -0.01 0.71 0.18
H -0.20 -1.06 1.31
C -0.88 -0.24 -0.69
S 1.50 -1.88 -0.58
H -0.55 -0.07 -1.68
C 0.21 -0.75 0.26
H -2.69 1.37 0.22
H -0.51 0.82 1.20
S 1.32 1.85 -0.57
H 2.47 1.48 0.17
H 1.99 -2.00 0.68
```

Results of the Löwdin charge analysis, in e, for atoms 1 through 6:
1 S 0.63
2 C -0.66
3 H 0.14
4 C -0.76
5 S 0.68
6 H 0.06

--- 2 ---
# C3H6S3

A single C3H6S3 molecule (ωB97M-V/def2-TZVPD, the OMol25 dataset).

Output
HOMO level = -8.37 eV
Kohn-Sham gap = 8.14 eV
Net charge = 0
LUMO energy = -0.2 eV

XYZ file:
```
12
C3H6S3 ωB97M-V/def2-TZVPD
H -2.01 2.00 -0.90
H -0.47 3.13 -1.86
S 0.31 0.85 -1.32
C 0.20 -0.59 -0.28
S -0.64 -0.63 1.40
S 1.00 -1.97 -0.66
H 0.34 1.73 1.68
H -1.54 1.38 2.09
C -0.37 0.96 2.04
H -0.29 0.71 3.20
H -0.55 2.84 0.13
C -0.87 2.34 -0.92
```

Results of the Löwdin charge analysis, in e, for atoms 1 through 6:
1 H 0.07
2 H 0.11
3 S 0.72
4 C -1.46
5 S 0.73
6 S 0.56

Stability, highest: 2

--- 1 ---
# C3H4N2OS

2 unconnected molecules or ions with the total composition C3H4N2OS (ωB97M-V/def2-TZVPD, the OMol25 dataset).

Output
HOMO level (alpha / beta) = -8.33 / -8.32 eV
Kohn-Sham gap (alpha / beta) = 4.77 / 4.77 eV
Net charge = 0
LUMO energy (alpha / beta) = -3.6 / -3.6 eV

XYZ file:
```
11
C3H4N2OS ωB97M-V/def2-TZVPD
H -0.14 1.57 -2.50
H 1.36 -2.80 0.16
H 0.87 1.32 1.62
C -0.15 1.25 -1.50
N 0.76 1.65 -0.50
N -0.78 0.47 0.53
H -1.23 -0.09 1.23
C -1.11 0.53 -0.81
C 0.31 1.27 0.69
O 0.81 -2.41 0.88
S -0.70 -2.76 0.20
```

Results of the Löwdin charge analysis, in e, for atoms 1 through 6:
1 H 0.07
2 H 0.01
3 H 0.12
4 C -0.15
5 N 0.05
6 N -0.02

--- 2 ---
# C3H4N2OS

A single C3H4N2OS molecule (ωB97M-V/def2-TZVPD, the OMol25 dataset).

Output
HOMO level = -8.54 eV
SMILES string = O=CN1N=CCS1
Kohn-Sham gap = 9.14 eV
Net charge = 0
LUMO energy = 0.6 eV

XYZ file:
```
11
C3H4N2OS ωB97M-V/def2-TZVPD
H 1.17 -1.44 0.58
C 0.56 0.43 -0.19
C 0.49 -1.06 -0.07
N -0.54 1.07 -0.11
H 1.55 0.80 -0.47
C -2.75 0.92 0.75
H 0.69 -1.65 -0.97
S -1.28 -1.33 0.50
H -2.79 2.08 0.57
N -1.60 0.34 0.27
O -3.73 0.40 1.19
```

Results of the Löwdin charge analysis, in e, for atoms 1 through 6:
1 H 0.03
2 C -0.19
3 C -0.38
4 N 0.03
5 H 0.12
6 C -0.40

--- 3 ---
# C3H4N2OS

A single C3H4N2OS molecule (ωB97M-V/def2-TZVPD, the OMol25 dataset).

Output
HOMO level = -8.07 eV
SMILES string = C=NC[N+]([S-])=C=O
Kohn-Sham gap = 7.73 eV
Net charge = 0
LUMO energy = -0.3 eV

XYZ file:
```
11
C3H4N2OS ωB97M-V/def2-TZVPD
C -0.07 0.95 0.42
C 1.64 -0.46 -0.47
N -1.25 0.17 0.03
H -0.32 1.98 0.26
H 2.79 -0.53 -0.60
H 0.90 -1.31 -0.71
N 1.25 0.66 -0.06
O -1.31 -2.24 0.30
S -2.48 1.15 -0.65
C -1.23 -1.11 -0.02
H 0.08 0.74 1.49
```

Results of the Löwdin charge analysis, in e, for atoms 1 through 6:
1 C -0.27
2 C -0.05
3 N -0.53
4 H 0.07
5 H 0.11
6 H 0.09

Stability, highest: 2

--- 1 ---
# C3H4N2OS

2 unconnected molecules or ions with the total composition C3H4N2OS (ωB97M-V/def2-TZVPD, the OMol25 dataset).

Output
HOMO level (alpha / beta) = -8.71 / -8.70 eV
SMILES string = C=CN=C=O.N=S
Kohn-Sham gap (alpha / beta) = 7.43 / 7.42 eV
Net charge = 0
LUMO energy (alpha / beta) = -1.3 / -1.3 eV

XYZ file:
```
11
C3H4N2OS ωB97M-V/def2-TZVPD
C -3.35 -0.76 -0.31
H 0.36 1.76 0.08
H 4.42 -1.67 -0.41
N 3.67 -1.26 0.24
H -0.27 -0.42 0.66
S 2.19 -1.57 0.10
O -4.44 -1.16 -0.38
C -0.68 1.40 -0.25
C -1.02 0.17 0.11
N -2.24 -0.42 -0.17
H -1.27 2.16 -0.73
```

Results of the Löwdin charge analysis, in e, for atoms 1 through 6:
1 C -0.33
2 H 0.09
3 H 0.02
4 N -0.56
5 H 0.04
6 S 0.61

--- 2 ---
# C3H4N2OS

A single C3H4N2OS molecule (ωB97M-V/def2-TZVPD, the OMol25 dataset).

Output
HOMO level (alpha / beta) = -9.84 / -8.99 eV
Kohn-Sham gap (alpha / beta) = 8.60 / 7.47 eV
Net charge = 0
LUMO energy (alpha / beta) = -1.2 / -1.5 eV

XYZ file:
```
11
C3H4N2OS ωB97M-V/def2-TZVPD
S -1.27 -0.80 -0.71
C -0.34 -0.90 0.87
O 2.46 -0.66 -0.78
C 1.13 1.21 -0.26
N -2.74 -0.29 -0.26
N 0.90 -0.73 0.97
C 1.59 -0.14 -0.07
H 0.84 1.75 0.64
H -3.23 -0.24 -1.14
H -0.85 -1.08 1.71
H 1.50 1.90 -0.98
```

Results of the Löwdin charge analysis, in e, for atoms 1 through 6:
1 S 0.90
2 C -0.36
3 O 0.07
4 C 0.13
5 N -0.35
6 N 0.08

Stability, highest: 1